The following is a quantum chemistry calculation of a molecular structure, C20H13F6N3O6SV, from OMol25.

Computed properties:
Orbital gap (alpha / beta) in eV: 7.2 / 7.7
LUMO energy (alpha / beta) in Eh: -0.0427 / -0.0254
Highest occupied orbital energy (alpha / beta) in eV: -8.39 / -8.41

Structure (ORCA input):
```
! RIJCOSX wB97M-V def2-TZVPD def2/J DEFGRID3
* xyz 0 2
V 0.203 -0.828 -0.309
N -3.341 1.342 0.053
C -2.475 2.425 -0.034
C -2.703 3.793 -0.121
C -1.583 4.597 -0.166
C -0.288 4.056 -0.120
C -0.068 2.697 -0.037
C -1.194 1.879 0.000
N -1.308 0.487 0.084
C -2.600 0.221 0.140
C -3.172 -1.108 0.375
C -4.107 -1.739 -0.388
S -4.385 -3.294 0.254
C -3.248 -2.974 1.502
N -2.701 -1.802 1.455
H -4.337 1.370 0.192
H -3.702 4.207 -0.145
H -1.704 5.670 -0.228
H 0.560 4.728 -0.139
H 0.922 2.274 0.032
H -4.577 -1.394 -1.293
H -3.019 -3.706 2.263
O 1.432 -2.148 5.531
C 1.257 -1.858 4.386
C 1.725 -0.550 3.694
O 2.328 0.353 4.203
C 1.228 -0.678 2.295
C 0.617 -1.903 2.137
O 0.097 -2.114 0.911
C 0.504 -2.704 3.327
O -0.050 -3.761 3.521
O 1.261 0.142 1.321
C 3.325 1.361 -1.386
C 2.630 0.064 -1.766
O 1.299 0.074 -1.376
C 2.618 -0.117 -3.299
F 3.835 0.035 -3.835
F 2.159 -1.325 -3.648
F 1.818 0.801 -3.854
C 3.332 -1.150 -1.091
F 3.816 -0.834 0.108
F 2.440 -2.152 -0.902
F 4.335 -1.637 -1.822
H 2.858 2.185 -1.922
H 4.384 1.324 -1.639
H 3.215 1.514 -0.315
C -0.781 -1.811 -1.785
H -1.322 -1.123 -2.440
H -1.481 -2.525 -1.344
H -0.051 -2.364 -2.381
*
```



The following is a quantum chemistry calculation of a molecular structure, C20H13N12Sn, from OMol25.

Computed properties:
Orbital gap in eV: 7.4
LUMO energy in Eh: -0.1510
Highest occupied orbital energy in eV: -11.47

Structure (ORCA input):
```
! RIJCOSX wB97M-V def2-TZVPD def2/J DEFGRID3
* xyz 1 1
Sn -0.299 0.504 -0.054
C -0.403 0.814 4.381
C -0.749 0.509 3.064
N 0.086 0.717 2.062
C 1.330 1.227 2.277
C 1.738 1.592 3.571
C 0.830 1.359 4.626
C 3.010 2.177 3.760
C 3.801 2.394 2.673
C 3.395 2.021 1.373
C 2.186 1.408 1.150
N 1.660 1.007 -0.075
C 2.262 0.998 -1.335
C 3.605 0.998 -1.614
C 4.077 1.021 -2.947
C 3.222 1.024 -4.007
C 1.830 0.956 -3.763
C 0.866 0.891 -4.792
C -0.467 0.772 -4.496
C -0.849 0.699 -3.156
N 0.034 0.787 -2.177
C 1.363 0.928 -2.441
H -1.110 0.628 5.175
H -1.719 0.096 2.814
H 1.122 1.625 5.634
H 3.327 2.455 4.756
H 4.768 2.864 2.791
H 4.052 2.252 0.552
H 4.330 0.954 -0.818
H 5.145 1.037 -3.112
H 3.584 1.056 -5.026
H 1.197 0.926 -5.823
H -1.218 0.716 -5.270
H -1.886 0.569 -2.868
N -3.675 -0.095 -0.083
C -2.841 -1.182 -0.089
N -3.241 -2.427 -0.106
N -2.106 -3.167 -0.115
N -1.065 -2.442 -0.095
N -1.490 -1.135 -0.084
C -3.278 1.215 -0.028
N -4.088 2.242 0.013
N -3.279 3.327 0.061
N -2.050 3.004 0.041
N -1.997 1.635 -0.013
H -4.668 -0.277 -0.079
*
```



The following is a quantum chemistry calculation of a single C20H14BrClN2O5 molecule at a distorted geometry, from OMol25.

Computed properties:
Orbital gap in eV: 7.7
LUMO energy in Eh: -0.0064
Highest occupied orbital energy in eV: -7.92
SMILES: O=C(COc1cccc(Br)c1)N/N=C/c1ccc(-c2cc(C(=O)O)ccc2Cl)o1

Structure (ORCA input):
```
! RIJCOSX wB97M-V def2-TZVPD def2/J DEFGRID3
* xyz 0 1
O -2.177 -2.210 -1.582
C -2.791 -2.351 -0.548
C -4.261 -2.797 -0.535
O -4.988 -2.381 0.598
C -5.317 -1.061 0.715
C -6.155 -0.736 1.783
C -6.539 0.572 1.993
C -6.099 1.580 1.150
C -5.266 1.245 0.099
Br -4.640 2.614 -1.068
C -4.864 -0.060 -0.136
N -2.302 -2.170 0.707
N -1.079 -1.781 1.138
C -0.116 -1.535 0.333
C 1.148 -1.125 0.863
C 1.579 -0.897 2.155
C 2.919 -0.504 2.057
C 3.237 -0.519 0.711
C 4.491 -0.199 0.056
C 5.437 0.560 0.749
C 6.656 0.891 0.177
C 7.660 1.698 0.905
O 8.730 2.024 0.457
O 7.270 2.045 2.142
C 6.955 0.464 -1.118
C 6.035 -0.287 -1.818
C 4.815 -0.620 -1.244
Cl 3.732 -1.584 -2.170
O 2.159 -0.896 0.000
H -4.734 -2.469 -1.468
H -4.281 -3.891 -0.506
H -6.492 -1.530 2.430
H -7.188 0.814 2.819
H -6.395 2.605 1.307
H -4.206 -0.271 -0.964
H -2.938 -2.332 1.481
H -0.175 -1.614 -0.749
H 0.988 -1.006 3.039
H 3.575 -0.263 2.868
H 5.211 0.910 1.742
H 7.965 2.572 2.566
H 7.906 0.732 -1.551
H 6.253 -0.627 -2.818
*
```



The following is a quantum chemistry calculation of a molecular structure, C20H14BrF3N3O6SSe4Ta, from OMol25.

Computed properties:
Orbital gap in eV: 6.9
LUMO energy in Eh: -0.0342
Highest occupied orbital energy in eV: -7.81

Structure (ORCA input):
```
! RIJCOSX wB97M-V def2-TZVPD def2/J DEFGRID3
* xyz 0 1
Ta -1.115 -1.687 1.924
C 5.875 0.819 -1.382
C 4.550 0.159 -1.125
C 3.788 0.507 -0.011
C 2.581 -0.111 0.249
C 2.139 -1.095 -0.625
C 2.866 -1.456 -1.750
C 4.072 -0.824 -1.990
S 0.602 -1.865 -0.336
O 0.303 -2.729 -1.434
O 0.629 -2.514 1.025
N -0.502 -0.789 0.047
C -1.040 0.051 -0.976
C -2.134 -0.364 -1.725
C -2.628 0.504 -2.683
C -2.007 1.730 -2.868
C -0.903 2.033 -2.087
N -0.422 1.215 -1.153
H 5.921 1.805 -0.921
H 6.063 0.926 -2.450
H 6.686 0.218 -0.963
H 4.139 1.284 0.657
H 1.986 0.168 1.109
H 2.483 -2.214 -2.419
H 4.650 -1.093 -2.866
H -2.587 -1.324 -1.541
H -3.489 0.224 -3.276
H -2.366 2.438 -3.603
H -0.379 2.976 -2.208
Se 0.522 -0.237 3.345
Se 1.324 -1.955 4.698
Se -0.313 -3.477 3.959
Se -2.296 -2.331 4.154
Br 2.106 2.624 1.987
C 0.270 2.948 1.610
C -0.091 4.215 1.168
C -1.430 4.435 0.892
C -2.331 3.391 1.050
C -1.841 2.171 1.487
N -0.560 1.952 1.773
C -2.787 1.008 1.586
O -3.942 1.095 1.271
O -2.215 -0.108 1.985
H 0.655 4.987 1.052
H -1.764 5.406 0.550
H -3.385 3.490 0.836
F -2.725 -5.641 -0.214
C -3.439 -4.538 -0.017
F -3.878 -4.090 -1.193
F -4.492 -4.842 0.745
C -2.606 -3.455 0.685
O -1.627 -3.784 1.398
O -2.916 -2.255 0.573
*
```



The following is a quantum chemistry calculation of a molecular structure, C20H14BrN4O2RhSi at a distorted geometry, from OMol25.

Computed properties:
Orbital gap (alpha / beta) in eV: 7.3 / 7.3
LUMO energy (alpha / beta) in Eh: -0.0529 / -0.0529
Highest occupied orbital energy (alpha / beta) in eV: -8.69 / -8.69

Structure (ORCA input):
```
! RIJCOSX wB97M-V def2-TZVPD def2/J DEFGRID3
* xyz 0 1
Rh 1.586 0.183 -0.268
Br 1.767 -2.543 1.835
C 1.507 -0.831 2.540
C 1.381 -0.675 3.913
C 1.250 0.597 4.437
C 1.257 1.690 3.581
C 1.381 1.462 2.233
N 1.509 0.219 1.713
C 1.351 2.575 1.212
O 1.260 3.729 1.546
O 1.431 2.127 -0.011
H 1.400 -1.550 4.544
H 1.147 0.732 5.505
H 1.157 2.712 3.915
N 5.989 -3.750 -0.174
C 5.269 -3.188 -0.883
N 4.499 -2.549 -1.741
C 3.446 -1.926 -1.467
N 2.425 -1.346 -1.343
C -1.542 -2.552 -4.375
C -1.852 -3.181 -3.179
C -1.537 -2.567 -1.974
C -0.918 -1.317 -1.949
C -0.605 -0.704 -3.164
C -0.915 -1.313 -4.368
Si -0.582 -0.502 -0.314
C -1.538 1.061 0.066
C -1.665 2.125 -0.829
C -2.330 3.283 -0.468
C -2.884 3.401 0.801
C -2.774 2.355 1.703
C -2.104 1.195 1.335
H -1.784 -3.029 -5.316
H -2.333 -4.150 -3.183
H -1.778 -3.071 -1.045
H -0.100 0.257 -3.177
H -0.664 -0.825 -5.301
H -0.853 -1.432 0.810
H -1.225 2.059 -1.818
H -2.409 4.103 -1.170
H -3.394 4.312 1.087
H -3.208 2.441 2.691
H -2.021 0.383 2.051
*
```